(1)
The following is a quantum chemistry calculation of C32H35I2KN4O5 as an isolated structure, from the OMol25 dataset.

Cartesian coordinates (Å):
K (-0.210, 0.492, 0.287)
I (6.811, -4.452, 1.832)
C (5.100, -3.315, 1.462)
C (5.041, -1.990, 1.864)
C (3.890, -1.273, 1.614)
I (3.789, 0.726, 2.186)
C (2.735, -1.795, 0.951)
O (1.726, -1.046, 0.748)
C (2.849, -3.174, 0.555)
C (1.772, -3.916, -0.241)
N (0.364, -3.652, 0.022)
C (0.045, -3.704, 1.430)
C (-1.439, -3.613, 1.705)
C (-1.902, -3.750, 3.019)
C (-3.244, -3.573, 3.281)
C (-4.091, -3.253, 2.227)
C (-3.543, -3.145, 0.964)
N (-2.252, -3.338, 0.697)
C (4.007, -3.886, 0.823)
H (5.875, -1.517, 2.365)
H (1.938, -4.984, -0.047)
H (1.943, -3.761, -1.311)
H (0.137, -2.731, -0.334)
H (0.510, -2.878, 1.994)
H (0.440, -4.634, 1.858)
H (-1.193, -3.974, 3.808)
H (-3.627, -3.665, 4.292)
H (-5.147, -3.066, 2.379)
H (-4.163, -2.868, 0.117)
H (4.056, -4.925, 0.511)
N (2.513, -1.041, -2.348)
C (1.787, -0.121, -3.225)
C (1.178, -0.845, -4.424)
C (0.136, -1.880, -4.008)
C (-1.105, -1.266, -3.341)
N (-1.175, -1.589, -1.922)
H (2.200, -0.940, -1.386)
H (3.505, -0.850, -2.353)
H (2.433, 0.694, -3.571)
H (1.000, 0.378, -2.657)
H (1.980, -1.330, -4.993)
H (0.718, -0.104, -5.092)
H (0.607, -2.558, -3.291)
H (-0.153, -2.487, -4.873)
H (-2.007, -1.577, -3.895)
H (-1.075, -0.176, -3.420)
H (-1.415, -2.557, -1.754)
H (-1.871, -1.012, -1.452)
C (-2.107, 1.578, 3.492)
C (-2.528, 0.970, 2.163)
O (-2.102, -0.144, 1.889)
C (-3.349, 1.770, 1.239)
C (-4.125, 2.817, 1.763)
C (-4.934, 3.621, 0.991)
C (-4.948, 3.396, -0.396)
C (-4.184, 2.414, -0.962)
C (-3.330, 1.540, -0.194)
O (-2.616, 0.680, -0.776)
H (-1.543, 0.825, 4.038)
H (-2.948, 1.915, 4.099)
H (-1.466, 2.439, 3.286)
H (-4.097, 2.994, 2.831)
H (-5.529, 4.407, 1.438)
H (-5.566, 4.020, -1.036)
H (-4.176, 2.256, -2.035)
O (0.295, 2.940, 1.086)
C (0.975, 3.042, 0.038)
O (1.181, 2.168, -0.833)
C (1.634, 4.407, -0.207)
C (1.303, 5.504, 0.579)
C (1.893, 6.740, 0.350)
C (2.834, 6.886, -0.662)
C (3.175, 5.791, -1.446)
C (2.572, 4.561, -1.221)
H (0.576, 5.355, 1.367)
H (1.622, 7.593, 0.962)
H (3.300, 7.850, -0.839)
H (3.912, 5.896, -2.234)
H (2.804, 3.688, -1.819)

Calculated values
Relative energy (zero: lowest compared OMol25 entry of this formula, charge and spin): 102.8 kJ/mol
HOMO-LUMO gap: 5.78 eV
Energy: -3031.1176 hartree
Total charge: -2

Here are the Mulliken charges for atoms 1 to 6, given in e:
1. K 1.08
2. I -0.07
3. C -0.36
4. C -0.50
5. C -0.54
6. I -0.01

***

(2)
The following is a quantum chemistry calculation of an isolated ion of composition C2H7OSi and charge +1, from the OMol25 dataset.

Cartesian coordinates (Å):
C (1.986, 0.315, 0.701)
C (-1.747, -0.733, 0.086)
O (1.100, -0.235, 0.161)
Si (-0.466, 0.484, -0.774)
H (2.715, -0.313, 1.229)
H (2.291, 1.470, 0.564)
H (-1.399, -1.719, -0.073)
H (-1.887, -0.539, 1.140)
H (-2.695, -0.529, -0.339)
H (0.305, -0.149, -1.829)
H (-0.202, 1.948, -0.866)

Calculated values
Relative energy (zero: lowest compared OMol25 entry of this formula, charge and spin): 100.1 kJ/mol
HOMO-LUMO gap: 11.50 eV
Energy: -444.8036 hartree
Total charge: +1

Here are the natural (NBO) charges for atoms 1 to 6, given in e:
1. C 0.38
2. C -1.01
3. O -0.55
4. Si 1.28
5. H 0.18
6. H 0.18

***

(3)
The following is a quantum chemistry calculation of one molecule with the formula C4H7NO2, from the OMol25 dataset.

Cartesian coordinates (Å):
C (-2.231, -1.000, 0.067)
N (-1.042, -0.693, -0.687)
C (-0.073, -0.013, -0.275)
C (1.243, -0.052, -0.992)
O (2.024, 0.952, -0.379)
C (1.443, 1.232, 0.864)
O (0.089, 0.753, 0.846)
H (-2.998, -0.222, -0.015)
H (-2.645, -1.920, -0.357)
H (-2.013, -1.172, 1.128)
H (1.118, 0.143, -2.057)
H (1.662, -1.059, -0.849)
H (1.449, 2.317, 1.016)
H (1.975, 0.734, 1.689)

Calculated values
Relative energy (zero: lowest compared OMol25 entry of this formula, charge and spin): 180.0 kJ/mol
HOMO-LUMO gap: 10.47 eV
SMILES string: C/N=C1/COCO1
Energy: -361.8123 hartree

Here are the natural (NBO) charges for atoms 1 to 6, given in e:
1. C -0.44
2. N -0.49
3. C 0.54
4. C -0.14
5. O -0.52
6. C 0.23

***

(4)
The following is a quantum chemistry calculation of a 3-piece molecular cluster, C29H56N4O5P overall, from the OMol25 dataset.

Cartesian coordinates (Å):
C (0.266, 7.854, 4.741)
C (-1.132, 7.883, 5.447)
C (-1.289, 6.820, 6.551)
C (-1.935, 5.480, 6.106)
C (-3.306, 5.774, 5.476)
N (-1.018, 4.616, 5.334)
C (0.330, 4.488, 5.729)
C (0.925, 3.637, 4.885)
P (2.655, 3.006, 4.717)
C (3.104, 3.623, 3.016)
O (2.628, 1.350, 4.564)
N (-0.062, 3.200, 3.977)
C (-1.188, 3.816, 4.287)
C (-2.463, 3.556, 3.495)
C (-2.048, 3.004, 2.123)
C (-2.231, 1.660, 1.825)
C (-1.819, 1.154, 0.614)
C (-1.240, 1.970, -0.339)
C (-1.053, 3.304, -0.028)
C (-1.447, 3.836, 1.192)
C (-1.159, 5.316, 1.421)
H (0.170, 7.210, 3.856)
H (0.504, 8.864, 4.387)
H (1.063, 7.517, 5.414)
H (-1.886, 7.858, 4.655)
H (-1.200, 8.877, 5.911)
H (-0.321, 6.668, 7.046)
H (-1.943, 7.224, 7.336)
H (-2.150, 4.949, 7.047)
H (-3.885, 4.843, 5.429)
H (-3.270, 6.270, 4.503)
H (-3.859, 6.426, 6.162)
H (0.830, 4.970, 6.556)
H (2.583, 3.028, 2.249)
H (4.188, 3.633, 2.903)
H (2.667, 4.632, 2.964)
H (2.148, 1.103, 3.757)
H (0.155, 2.525, 3.260)
H (-3.101, 2.852, 4.038)
H (-2.963, 4.503, 3.282)
H (-2.703, 1.025, 2.576)
H (-1.979, 0.093, 0.427)
H (-0.920, 1.602, -1.313)
H (-0.597, 3.968, -0.763)
H (-1.750, 5.975, 0.776)
H (-1.267, 5.613, 2.472)
H (-0.104, 5.493, 1.165)
C (0.475, -1.029, -2.304)
O (-0.511, -0.441, -3.140)
C (-0.106, -0.311, -4.504)
C (-0.822, -1.314, -5.393)
N (-0.367, -2.679, -5.146)
C (-1.223, -3.719, -5.717)
C (-2.688, -3.779, -5.286)
O (-2.895, -4.181, -3.943)
C (-2.716, -3.168, -2.974)
H (0.183, -0.853, -1.266)
H (0.526, -2.108, -2.460)
H (1.461, -0.583, -2.468)
H (0.980, -0.379, -4.612)
H (-0.405, 0.694, -4.817)
H (-0.637, -1.061, -6.441)
H (-1.896, -1.200, -5.200)
H (-0.303, -2.837, -4.150)
H (-0.765, -4.675, -5.451)
H (-1.179, -3.642, -6.808)
H (-3.167, -4.548, -5.898)
H (-3.233, -2.852, -5.502)
H (-3.040, -2.189, -3.335)
H (-1.672, -3.125, -2.649)
H (-3.314, -3.428, -2.100)
C (1.221, -9.128, -2.927)
O (2.122, -8.591, -1.975)
C (3.479, -8.555, -2.405)
C (3.928, -7.137, -2.714)
N (3.287, -6.619, -3.918)
C (3.416, -5.174, -4.106)
C (2.878, -4.243, -3.020)
O (1.466, -4.216, -2.906)
C (0.904, -5.297, -2.177)
H (0.286, -9.344, -2.412)
H (1.007, -8.411, -3.726)
H (1.603, -10.056, -3.360)
H (3.652, -9.224, -3.253)
H (4.077, -8.924, -1.567)
H (5.013, -7.129, -2.855)
H (3.695, -6.526, -1.833)
H (2.303, -6.848, -3.894)
H (2.889, -4.934, -5.033)
H (4.473, -4.942, -4.276)
H (3.166, -3.226, -3.306)
H (3.342, -4.415, -2.042)
H (1.544, -5.616, -1.352)
H (0.692, -6.138, -2.839)
H (-0.052, -4.966, -1.767)

Calculated values
HOMO-LUMO gap: 7.45 eV
Energy: -2074.8709 hartree
Total charge: +1

Here are the Mulliken charges for atoms 1 to 6, given in e:
1. C -0.87
2. C -0.29
3. C -1.09
4. C 0.36
5. C -1.72
6. N 0.34

***

LUMO level, respectively: 3.536 -5.057 0.885 -2.389 eV.